Record 1
ORCA calculation (ωB97M-V/def2-TZVPD) on a molecular structure, C6H13Br3O7S2 in a non-equilibrium geometry.

Properties
Relative energy (zero: lowest compared OMol25 entry of this formula, charge and spin) = 19.93 kcal/mol
Highest occupied orbital energy = -10.33 eV
Largest force on an atom = 3.6 eV Å⁻¹
HOMO-LUMO gap = 9.9 eV

Last column: natural (NBO) charge in e.
Geometry (Å):
O  -3.168  -1.628  -5.103  -0.877
S  -2.992  -0.927  -3.810  2.281
O  -4.060  -0.703  -2.848  -0.914
O  -1.670  -1.636  -3.074  -0.708
C  -1.085  -0.968  -1.907  -0.077
C  -0.193  -1.881  -1.048  -0.642
C  -2.370  0.853  -4.102  -0.839
H  -1.852  -0.631  -1.210  0.201
H  -0.475  -0.161  -2.313  0.176
H  -0.028  -1.497  -0.041  0.243
H  0.702  -2.133  -1.617  0.211
H  -0.764  -2.788  -0.850  0.224
H  -3.129  1.448  -4.609  0.248
H  -1.488  0.771  -4.737  0.232
H  -2.134  1.376  -3.174  0.239
C  3.199  -1.204  0.230  -0.449
Br  4.169  -1.920  -1.310  0.098
Br  4.268  0.046  1.382  0.064
Br  2.493  -2.648  1.434  0.069
H  2.415  -0.575  -0.193  0.220
C  1.353  1.151  4.440  -0.102
C  0.062  1.875  4.411  -0.096
O  -0.053  2.291  3.072  -0.692
S  0.766  1.464  1.955  2.480
O  1.793  2.387  1.420  -0.873
O  0.020  0.661  1.003  -0.871
O  1.398  0.492  3.140  -0.687
H  1.345  0.437  5.263  0.219
H  2.222  1.793  4.581  0.206
H  0.165  2.810  4.960  0.209
H  -0.909  1.444  4.654  0.208

---

Record 2
ORCA calculation (ωB97M-V/def2-TZVPD) on 2 unconnected molecules or ions with the total composition C6H13BrOSi in a non-equilibrium geometry.

Properties
Relative energy (zero: lowest compared OMol25 entry of this formula, charge and spin) = 0.32 kcal/mol
Highest occupied orbital energy = -9.87 eV
Largest force on an atom = 3.5 eV Å⁻¹
SMILES string = C[Si](C)(C)O.C#CCBr
HOMO-LUMO gap = 10.2 eV

Last column: natural (NBO) charge in e.
Geometry (Å):
C  0.924  -2.299  -0.336  -1.093
Si  1.030  -0.329  -0.106  1.813
C  0.348  -0.031  1.610  -1.157
C  2.812  0.437  -0.158  -1.099
O  0.214  0.378  -1.412  -1.078
H  1.871  -2.847  -0.372  0.233
H  0.483  -2.656  0.576  0.225
H  0.393  -2.566  -1.226  0.236
H  -0.459  -0.692  1.877  0.245
H  0.962  -0.144  2.472  0.253
H  -0.129  0.961  1.508  0.235
H  3.123  0.070  0.804  0.218
H  3.547  0.019  -0.743  0.234
H  2.909  1.502  0.042  0.237
H  -0.501  0.845  -0.935  0.482
C  -1.745  2.310  0.389  -0.189
C  -2.172  1.474  -0.361  -0.087
C  -2.802  0.454  -1.129  -0.517
Br  -3.883  -0.769  -0.006  0.020
H  -1.424  3.065  1.123  0.263
H  -2.093  -0.132  -1.657  0.265
H  -3.411  0.948  -1.960  0.260

---

Record 3
ORCA calculation (ωB97M-V/def2-TZVPD) on a molecular structure, C6H13CoF6N4O4S2.

Properties
Relative energy (zero: lowest compared OMol25 entry of this formula, charge and spin) = 0.00 kcal/mol
Highest occupied orbital energy = -18.06 eV
Total charge = +2
Largest force on an atom = 0.1 eV Å⁻¹
HOMO-LUMO gap = 8.4 eV

Last column: natural (NBO) charge in e.
Geometry (Å):
Co  -0.479  0.526  0.479  1.268
N  -0.572  -1.341  -0.083  -0.753
C  0.820  -1.755  -0.444  -0.253
C  1.427  -0.582  -1.179  -0.252
N  1.223  0.618  -0.314  -0.465
C  1.317  1.922  -1.025  -0.258
C  -0.025  2.233  -1.706  -0.255
N  -1.096  1.305  -1.191  -0.754
H  -0.902  -1.900  0.705  0.441
H  -1.208  -1.541  -0.855  0.413
H  0.819  -2.660  -1.048  0.261
H  1.360  -1.955  0.481  0.247
H  0.936  -0.405  -2.138  0.215
H  2.493  -0.715  -1.368  0.270
H  1.928  0.583  0.433  0.456
H  2.141  1.874  -1.738  0.254
H  1.553  2.681  -0.284  0.256
H  0.031  2.146  -2.789  0.246
H  -0.323  3.250  -1.472  0.259
H  -1.333  0.624  -1.909  0.410
H  -1.949  1.840  -1.029  0.442
F  0.939  -1.616  4.531  -0.271
C  0.917  -0.307  4.644  0.809
F  -0.250  0.116  5.073  -0.270
F  1.895  0.130  5.393  -0.257
S  1.166  0.403  2.933  2.186
O  -0.011  -0.179  2.170  -0.967
O  2.428  -0.005  2.406  -0.878
N  1.019  1.952  3.014  -1.179
S  -0.322  2.652  2.592  2.194
O  -1.446  2.559  3.444  -0.811
O  -0.610  2.281  1.141  -0.982
C  0.235  4.419  2.412  0.799
F  1.218  4.461  1.523  -0.294
F  -0.801  5.100  1.980  -0.270
F  0.641  4.840  3.580  -0.256

---

Record 4
ORCA calculation (ωB97M-V/def2-TZVPD) on a molecular structure, C6H13CuO3 in a non-equilibrium geometry.

Properties
Relative energy (zero: lowest compared OMol25 entry of this formula, charge and spin) = 12.04 kcal/mol
Highest occupied orbital energy (alpha / beta) = -12.59 / -12.59 eV
<S²> = 0.7549
Multiplicity = 2
Total charge = +1
Largest force on an atom = 3.0 eV Å⁻¹
HOMO-LUMO gap (alpha / beta) = 7.4 / 6.3 eV

Last column: natural (NBO) charge in e.
Geometry (Å):
C  1.266  -3.018  -1.541  -0.366
C  0.301  -3.166  -0.630  -0.197
C  -0.367  -2.033  0.092  -0.472
C  -1.832  -1.881  -0.288  -0.062
O  -2.201  -0.516  -0.175  -0.829
Cu  -2.091  0.794  1.654  0.958
H  1.450  -2.054  -2.021  0.192
H  -0.040  -4.171  -0.364  0.209
H  1.812  -3.883  -1.927  0.219
H  0.167  -1.096  -0.127  0.206
H  -0.314  -2.223  1.179  0.216
H  -2.469  -2.478  0.384  0.195
H  -2.006  -2.219  -1.320  0.199
O  -1.025  2.518  0.514  -0.400
C  0.138  3.077  0.123  -0.152
C  1.194  3.244  1.201  -0.093
O  2.446  3.143  0.567  -0.710
H  -2.074  0.042  -1.014  0.520
H  -0.086  4.032  -0.406  0.250
H  0.514  2.443  -0.720  0.275
H  1.068  2.457  1.964  0.167
H  1.060  4.227  1.684  0.186
H  3.087  2.760  1.171  0.489

---

- What is the formula in the third record?
  C6H13CoF6N4O4S2